DFT (ωB97M-V with the def2-TZVPD basis set) results for a molecular structure, C4H9NO3 at a distorted geometry.

Last column: natural (NBO) charge in e.
Geometry (Å):
O1 -3.752 -1.368 -0.178  -0.53
C1 -3.041 -0.575 0.452  0.42
C2 -1.581 -0.332 0.175  -0.34
N1 -0.936 -1.070 -0.921  -0.78
H1 -3.464 0.017 1.263  0.13
H2 -1.463 0.730 0.016  0.25
H3 -1.023 -0.532 1.104  0.26
H4 0.346 -0.609 -0.873  0.48
H5 -0.927 -2.070 -0.760  0.40
H6 -1.359 -0.892 -1.813  0.40
O2 0.801 1.096 0.980  -0.70
C3 1.648 0.697 0.166  0.80
O3 1.433 -0.160 -0.804  -0.74
C4 3.078 1.198 0.283  -0.72
H7 3.522 1.278 -0.730  0.22
H8 3.062 2.150 0.777  0.23
H9 3.656 0.440 0.863  0.23

Results
Gap between HOMO and LUMO = 10.02 eV
Energy relative to the best compared isomer or geometry (same formula, charge and spin) = 105.7 kJ/mol
F_max = 3.120 eV/A
Charge = 0
LUMO = 0.020 Ha

DFT (ωB97M-V with the def2-TZVPD basis set) results for 4 unconnected molecules or ions with the total composition C19H31BN2O14P at a distorted geometry.

Last column: natural (NBO) charge in e.
Geometry (Å):
C1 0.649 -1.236 -1.635  -0.13
C2 -0.476 -0.417 -1.347  0.03
N1 -1.633 0.523 -0.935  -0.31
C3 -1.083 1.431 0.099  -0.64
B1 -1.440 3.016 0.052  1.19
O1 -2.086 3.657 1.236  -0.90
O2 -1.131 3.943 -1.083  -0.94
C4 -2.156 1.093 -2.219  -0.28
C5 -3.764 1.487 -2.218  -0.25
N2 -4.412 1.512 -0.859  -0.50
C6 -5.928 1.603 -0.956  -0.24
C7 -6.519 3.134 -0.972  -0.54
C8 -5.416 4.289 -0.521  0.79
O3 -4.924 5.205 -1.390  -0.55
O4 -5.049 4.267 0.933  -0.72
C9 -4.120 0.291 -0.021  -0.25
C10 -2.723 -0.455 -0.442  -0.35
P1 -2.072 -1.724 0.845  1.39
O5 -3.235 -2.191 1.813  -1.03
H1 1.601 -1.943 -1.587  0.34
H2 0.107 1.342 0.068  0.32
H3 -1.373 1.049 1.192  0.28
H4 -1.896 4.658 1.176  0.52
H5 -0.142 4.035 -1.212  0.51
H6 -2.090 0.195 -3.009  0.28
H7 -1.471 1.934 -2.716  0.30
H8 -4.361 0.745 -2.921  0.20
H9 -3.864 2.555 -2.728  0.27
H10 -6.489 1.043 -0.064  0.24
H11 -6.300 1.088 -1.964  0.21
H12 -6.994 3.468 -1.989  0.26
H13 -7.388 3.202 -0.157  0.25
H14 -4.712 3.312 1.071  0.49
H15 -4.981 -0.528 -0.141  0.25
H16 -3.999 0.613 1.120  0.24
H17 -2.982 -1.103 -1.412  0.28
H18 -1.558 -2.886 0.113  -0.01
H19 -0.965 -1.232 1.629  -0.02
C11 3.121 -0.221 -5.323  -0.10
C12 2.656 -1.505 -5.929  -0.10
O6 1.405 -1.726 -5.306  -0.48
C13 0.948 -0.508 -4.891  0.98
O7 -0.176 -0.302 -4.466  -0.62
O8 1.913 0.450 -5.017  -0.48
H20 3.728 0.370 -6.015  0.22
H21 3.684 -0.375 -4.397  0.18
H22 2.503 -1.426 -7.011  0.20
H23 3.342 -2.333 -5.727  0.21
C14 3.424 -3.028 2.626  -0.11
C15 3.442 -3.352 1.167  -0.10
O9 2.653 -2.326 0.596  -0.51
C16 2.689 -1.270 1.460  0.97
O10 2.258 -0.157 1.206  -0.61
O11 3.271 -1.621 2.644  -0.47
H24 4.348 -3.324 3.130  0.24
H25 2.574 -3.482 3.145  0.18
H26 4.450 -3.304 0.740  0.20
H27 3.013 -4.335 0.954  0.21
C17 6.637 -1.456 6.792  -0.10
C18 5.493 -1.065 5.915  -0.10
O12 5.764 -1.746 4.704  -0.49
C19 6.562 -2.808 5.017  0.96
O13 6.849 -3.705 4.241  -0.59
O14 6.995 -2.737 6.309  -0.47
H28 6.355 -1.504 7.848  0.21
H29 7.496 -0.785 6.684  0.19
H30 4.529 -1.408 6.306  0.18
H31 5.445 0.015 5.750  0.21

Results
Gap between HOMO and LUMO = 9.40 eV
Energy relative to the best compared isomer or geometry (same formula, charge and spin) = 413.0 kJ/mol
F_max = 10.805 eV/A
Charge = +1
LUMO = -0.111 Ha

DFT (ωB97M-V with the def2-TZVPD basis set) results for a molecular structure, C11H23NOPdS4 at a distorted geometry.

Last column: Mulliken spin population.
Geometry (Å):
Pd1 -0.139 -0.907 0.382  1.03
C1 -1.072 1.790 1.941  0.01
C2 0.193 2.023 1.134  -0.02
S1 1.290 0.579 1.513  0.34
C3 2.525 0.521 0.146  -0.01
C4 3.129 -0.842 0.114  0.00
S2 1.827 -1.957 -0.547  0.16
C5 1.827 -3.437 0.646  0.00
C6 0.478 -3.793 1.254  0.00
S3 -0.023 -2.369 2.320  0.26
C7 -1.838 -2.334 2.615  0.01
C8 -2.027 -0.870 3.129  -0.01
S4 -2.008 0.173 1.603  0.16
H1 -1.877 2.514 1.709  0.00
H2 -0.841 1.824 3.025  0.00
H3 0.690 2.933 1.479  0.01
H4 0.031 2.052 0.105  0.00
H5 3.365 1.201 0.377  0.00
H6 1.977 0.868 -0.701  0.00
H7 3.408 -1.237 1.098  0.00
H8 3.948 -0.924 -0.575  0.01
H9 2.650 -3.172 1.352  0.00
H10 2.257 -4.238 0.092  0.00
H11 0.545 -4.736 1.814  0.01
H12 -0.328 -3.982 0.534  -0.01
H13 -2.080 -3.060 3.419  0.01
H14 -2.279 -2.660 1.623  -0.01
H15 -1.140 -0.517 3.654  0.00
H16 -2.903 -0.785 3.731  0.00
C9 -0.674 2.275 -4.608  0.00
N1 -0.917 1.900 -3.208  0.00
C10 -1.682 2.822 -2.416  0.00
C11 -0.362 0.872 -2.551  0.00
O1 -0.375 0.697 -1.290  0.04
H17 -0.251 3.239 -4.634  0.00
H18 -1.684 2.407 -5.096  0.00
H19 0.048 1.590 -5.052  0.00
H20 -1.031 3.696 -2.095  0.00
H21 -2.320 2.337 -1.710  0.00
H22 -2.412 3.334 -3.054  0.00
H23 0.072 0.174 -3.273  0.00

Results
Multiplicity = 3
Gap between HOMO and LUMO (spin up / spin down) = 9.08 / 7.61 eV
Energy relative to the best compared isomer or geometry (same formula, charge and spin) = 10.7 kJ/mol
F_max = 2.787 eV/A
Charge = +2
LUMO (spin up / spin down) = -0.196 / -0.298 Ha

DFT (ωB97M-V with the def2-TZVPD basis set) results for 2 unconnected molecules or ions with the total composition C6H9O3S at a distorted geometry.

Last column: natural (NBO) charge in e.
Geometry (Å):
C1 -2.221 -0.007 0.885  0.71
C2 1.977 -1.540 0.722  -0.43
C3 2.867 -0.306 0.506  -0.46
C4 1.347 -0.193 0.558  -0.40
C5 -2.146 1.539 -1.040  -0.71
C6 -1.757 0.199 -0.585  -0.11
O1 -1.620 0.129 1.923  -0.70
O2 -3.471 -0.180 0.716  -0.74
O3 1.217 -1.171 -1.841  -1.02
S1 0.782 0.172 -1.175  0.84
H1 1.794 -2.171 -0.132  0.27
H2 2.152 -1.917 1.660  0.20
H3 3.351 0.192 1.333  0.20
H4 3.294 -0.390 -0.462  0.22
H5 1.020 0.500 1.331  0.25
H6 -3.231 1.744 -0.670  0.26
H7 -1.658 2.336 -0.471  0.21
H8 -1.784 1.673 -2.016  0.21
H9 -1.913 -0.609 -1.241  0.20

Results
Gap between HOMO and LUMO = 7.12 eV
Energy relative to the best compared isomer or geometry (same formula, charge and spin) = 248.9 kJ/mol
F_max = 2.831 eV/A
Charge = -1
LUMO = 0.127 Ha

DFT (ωB97M-V with the def2-TZVPD basis set) results for 16 unconnected molecules or ions with the total composition C20H72N10O16 at a distorted geometry.

Last column: Löwdin charge in e.
Geometry (Å):
C1 2.614 -3.885 -2.609  -0.05
C2 2.187 -2.910 -1.478  -0.29
O1 0.940 -2.374 -1.824  -0.14
H1 3.651 -4.276 -2.437  0.10
H2 2.636 -3.353 -3.550  0.05
H3 1.997 -4.753 -2.581  0.04
H4 2.926 -2.069 -1.333  0.11
H5 1.991 -3.490 -0.614  0.09
H6 0.732 -2.815 -2.687  0.11
C3 3.862 -1.063 1.071  -0.06
C4 3.725 0.387 0.484  -0.27
O2 3.960 0.291 -0.914  -0.11
H7 3.027 -1.638 0.664  0.03
H8 3.745 -1.278 2.119  0.05
H9 4.760 -1.606 0.795  0.08
H10 4.470 1.054 0.932  0.11
H11 2.717 0.713 0.736  0.08
H12 4.874 0.481 -1.169  0.12
C5 -0.161 1.191 1.015  -0.06
C6 -0.093 -0.252 0.525  -0.27
O3 -1.347 -0.815 0.825  -0.11
H13 0.821 1.550 1.229  0.04
H14 -0.662 1.259 1.992  0.08
H15 -0.775 1.800 0.358  0.06
H16 0.759 -0.738 1.038  0.11
H17 0.171 -0.327 -0.502  0.08
H18 -1.253 -1.066 1.757  0.04
C7 4.068 1.269 4.049  -0.06
C8 2.846 0.356 4.393  -0.28
O4 1.837 0.478 3.444  -0.09
H19 3.867 2.222 4.446  0.05
H20 4.231 1.311 3.026  0.01
H21 5.091 0.956 4.470  0.11
H22 2.532 0.752 5.357  0.10
H23 3.179 -0.715 4.544  0.13
H24 1.529 1.360 3.471  -0.01
C9 -1.224 -0.142 -4.993  -0.70
O5 -2.460 -0.444 -5.260  -0.05
N1 -0.669 -0.459 -3.880  0.17
N2 -0.410 0.435 -5.824  0.19
H25 -1.203 -0.841 -3.083  0.10
H26 0.333 -0.271 -3.708  0.06
H27 -0.897 0.655 -6.660  0.11
H28 0.601 0.648 -5.748  0.06
C10 2.326 -0.247 -4.559  -0.61
O6 2.441 -1.479 -5.172  -0.08
N3 2.214 0.876 -5.217  0.12
N4 1.998 -0.127 -3.321  0.17
H29 2.471 0.857 -6.204  0.14
H30 2.071 1.850 -4.865  0.16
H31 1.959 -0.971 -2.751  0.10
H32 1.886 0.816 -2.935  0.09
C11 2.141 3.137 -0.956  -0.59
O7 3.292 3.408 -0.237  -0.10
N5 1.181 3.952 -1.263  0.17
N6 1.795 1.968 -1.393  0.14
H33 1.298 4.954 -1.156  0.14
H34 0.404 3.702 -1.824  0.09
H35 2.483 1.269 -1.175  0.06
H36 0.865 1.806 -1.784  0.06
C12 -0.172 -4.945 0.267  -0.64
O8 -0.043 -5.767 1.349  -0.13
N7 -0.719 -3.771 0.366  0.20
N8 0.023 -5.386 -0.927  0.16
H37 -0.908 -3.422 1.285  0.07
H38 -0.449 -3.024 -0.313  0.10
H39 0.610 -6.238 -1.100  0.15
H40 -0.160 -4.860 -1.789  0.12
C13 0.233 -2.644 3.043  -0.61
O9 1.488 -2.633 2.506  -0.09
N9 -0.428 -1.517 3.317  0.16
N10 -0.397 -3.763 3.271  0.16
H41 0.195 -0.720 3.268  0.09
H42 -1.293 -1.378 3.842  0.06
H43 0.130 -4.582 2.985  0.09
H44 -1.373 -3.802 3.674  0.17
C14 -5.791 -1.855 0.476  -0.13
O10 -4.369 -1.767 0.742  -0.15
H45 -6.136 -2.825 0.102  0.08
H46 -5.958 -1.099 -0.273  0.06
H47 -6.426 -1.586 1.375  0.09
H48 -4.158 -0.860 0.874  -0.02
C15 -1.987 2.022 -2.055  -0.10
O11 -0.686 1.610 -2.321  -0.18
H49 -2.540 1.925 -2.980  0.11
H50 -1.985 3.099 -1.657  0.09
H51 -2.320 1.416 -1.216  0.06
H52 -0.690 1.031 -3.103  0.03
C16 -3.278 -1.586 -2.301  -0.17
O12 -2.053 -1.693 -1.676  -0.15
H53 -3.926 -2.372 -1.856  0.09
H54 -3.308 -1.806 -3.403  0.09
H55 -3.685 -0.597 -2.191  0.07
H56 -2.182 -1.803 -0.735  0.04
C17 -1.938 5.517 0.031  -0.19
O13 -1.206 4.621 0.786  -0.13
H57 -1.390 6.400 -0.289  0.08
H58 -2.902 5.725 0.548  0.10
H59 -2.287 5.096 -0.873  0.04
H60 -0.539 4.137 0.277  0.03
C18 1.468 3.578 2.797  -0.14
O14 0.925 2.945 3.931  -0.15
H61 0.730 3.581 2.035  0.04
H62 2.334 2.933 2.433  0.10
H63 1.789 4.587 3.141  0.11
H64 0.269 3.619 4.260  0.13
C19 -3.029 0.158 3.975  -0.14
O15 -2.505 -0.832 4.833  -0.11
H65 -2.302 0.829 3.613  0.05
H66 -3.780 0.796 4.429  0.09
H67 -3.432 -0.300 3.059  0.09
H68 -2.119 -0.336 5.562  0.11
C20 -3.796 2.131 0.962  -0.14
O16 -3.652 0.789 0.730  -0.16
H69 -3.529 2.655 0.113  0.04
H70 -3.137 2.349 1.887  0.11
H71 -4.869 2.189 1.256  0.11
H72 -2.710 0.666 0.590  0.03

Results
Gap between HOMO and LUMO = 8.74 eV
Energy relative to the best compared isomer or geometry (same formula, charge and spin) = 43.5 kJ/mol
F_max = 8.475 eV/A
Charge = 0
LUMO = -0.001 Ha

DFT (ωB97M-V with the def2-TZVPD basis set) results for 2 unconnected molecules or ions with the total composition C6H16 at a distorted geometry.

Last column: natural (NBO) charge in e.
Geometry (Å):
C1 -1.840 -2.270 -1.487  -0.61
C2 -1.515 -0.755 -1.613  -0.39
C3 -0.063 -0.630 -2.096  -0.61
H1 -2.936 -2.287 -1.466  0.21
H2 -1.530 -2.804 -2.381  0.21
H3 -1.418 -2.558 -0.532  0.21
H4 -1.771 -0.218 -0.703  0.20
H5 -2.226 -0.248 -2.285  0.19
H6 0.500 -1.074 -1.269  0.20
H7 0.243 0.402 -2.261  0.21
H8 0.060 -1.195 -3.019  0.20
C4 1.232 0.337 2.747  -0.62
C5 1.009 0.899 1.338  -0.40
C6 1.201 2.422 1.062  -0.60
H9 0.290 0.201 3.282  0.21
H10 1.818 1.043 3.362  0.20
H11 1.705 -0.660 2.696  0.21
H12 1.552 0.246 0.660  0.19
H13 -0.027 0.834 1.054  0.19
H14 0.439 2.878 1.714  0.20
H15 2.188 2.757 1.344  0.20
H16 0.929 2.513 -0.001  0.21

Results
Gap between HOMO and LUMO = 12.18 eV
Energy relative to the best compared isomer or geometry (same formula, charge and spin) = 79.4 kJ/mol
F_max = 2.455 eV/A
Charge = 0
LUMO = 0.039 Ha
Structure (SMILES) = CCC.CCC

Repeat the first record exactly.
DFT (ωB97M-V with the def2-TZVPD basis set) results for a molecular structure, C4H9NO3 at a distorted geometry.

Last column: natural (NBO) charge in e.
Geometry (Å):
O1 -3.752 -1.368 -0.178  -0.53
C1 -3.041 -0.575 0.452  0.42
C2 -1.581 -0.332 0.175  -0.34
N1 -0.936 -1.070 -0.921  -0.78
H1 -3.464 0.017 1.263  0.13
H2 -1.463 0.730 0.016  0.25
H3 -1.023 -0.532 1.104  0.26
H4 0.346 -0.609 -0.873  0.48
H5 -0.927 -2.070 -0.760  0.40
H6 -1.359 -0.892 -1.813  0.40
O2 0.801 1.096 0.980  -0.70
C3 1.648 0.697 0.166  0.80
O3 1.433 -0.160 -0.804  -0.74
C4 3.078 1.198 0.283  -0.72
H7 3.522 1.278 -0.730  0.22
H8 3.062 2.150 0.777  0.23
H9 3.656 0.440 0.863  0.23

Results
Gap between HOMO and LUMO = 10.02 eV
Energy relative to the best compared isomer or geometry (same formula, charge and spin) = 105.7 kJ/mol
F_max = 3.120 eV/A
Charge = 0
LUMO = 0.020 Ha